DFT (the ωB97M-V functional and the def2-TZVPD basis) results for a gas-phase ion, C5H13NO (charge +1).

For the frontier orbital gap (alpha / beta), the calculation gives 11.2 / 6.3 eV. The total charge is +1. Its spin multiplicity is 2. As for the expectation value of S²: 0.75. The calculation puts the energy above the lowest of the compared OMol25 structures with the same formula, charge and spin at 1.354 eV.

Positions of all 20 atoms, in Å:
1 C 1.93 0.79 1.37
2 N 0.61 0.43 0.93
3 C 0.37 -0.49 -0.16
4 C -1.02 -0.26 -0.75
5 C -1.38 1.15 -1.19
6 O -2.68 1.13 -1.80
7 C 0.55 -1.91 0.40
8 H 2.37 1.58 0.76
9 H 2.58 -0.08 1.30
10 H 1.97 1.09 2.41
11 H -0.03 1.22 1.00
12 H 1.10 -0.30 -0.96
13 H -1.75 -0.60 -0.01
14 H -1.18 -0.95 -1.57
15 H -0.80 1.44 -2.07
16 H -1.28 1.91 -0.41
17 H -3.28 0.69 -1.16
18 H 1.43 -1.94 1.05
19 H -0.21 -2.16 1.14
20 H 0.70 -2.73 -0.29



DFT (the ωB97M-V functional and the def2-TZVPD basis) results for 2 unconnected molecules or ions with the total composition C8H12N2O.

For the frontier orbital gap, the calculation gives 9.4 eV. Its SMILES is CNC(C)=O.c1ccncc1. The calculation puts the energy above the lowest of the compared OMol25 structures with the same formula, charge and spin at 4.635 eV.

Positions of all 23 atoms, in Å:
1 C 2.70 -1.50 0.14
2 N 2.42 -0.13 -0.01
3 C 1.43 0.55 0.60
4 C 1.39 1.86 -0.18
5 O 0.64 -0.02 1.39
6 H 1.82 -2.01 0.63
7 H 3.03 -1.91 -0.91
8 H 3.65 -1.65 0.54
9 H 3.13 0.50 -0.55
10 H 2.24 1.95 -0.97
11 H 1.05 2.71 0.60
12 H 0.44 1.56 -0.71
13 C -3.12 -0.99 0.38
14 C -1.94 -1.55 -0.14
15 C -0.86 -0.56 -0.42
16 N -0.80 0.68 -0.22
17 C -1.99 1.23 0.07
18 C -3.14 0.51 0.31
19 H -4.19 -1.32 0.30
20 H -1.84 -2.53 -0.55
21 H 0.10 -0.80 -1.01
22 H -2.06 2.35 0.21
23 H -4.10 1.07 0.51



DFT (the ωB97M-V functional and the def2-TZVPD basis) results for a molecular structure, C19H44CuN2O13P2.

For the frontier orbital gap, the calculation gives 4.5 eV. The total charge is -1.

Positions of all 81 atoms, in Å:
1 Cu -23.36 16.50 -24.17
2 C -22.02 14.91 -25.79
3 O -21.35 15.74 -25.03
4 O -23.31 14.85 -25.58
5 O -21.46 14.26 -26.71
6 C -26.19 15.48 -22.42
7 O -25.19 15.62 -23.07
8 N -27.22 14.68 -22.80
9 C -28.38 14.48 -21.98
10 C -27.12 13.85 -23.97
11 H -26.36 15.94 -21.42
12 H -28.52 15.34 -21.31
13 H -28.34 13.55 -21.41
14 H -29.27 14.53 -22.61
15 H -27.29 12.80 -23.73
16 H -27.89 14.11 -24.71
17 H -26.14 13.95 -24.45
18 C -21.30 16.14 -21.70
19 O -22.17 16.82 -22.21
20 N -21.48 15.30 -20.66
21 C -20.35 14.53 -20.17
22 C -22.78 15.06 -20.11
23 H -20.29 16.13 -22.14
24 H -20.68 13.55 -19.81
25 H -19.91 15.00 -19.28
26 H -19.60 14.43 -20.95
27 H -23.47 15.65 -20.72
28 H -23.09 14.01 -20.13
29 H -22.88 15.48 -19.10
30 C -28.82 20.95 -24.61
31 C -27.50 21.25 -23.97
32 O -26.76 20.02 -23.81
33 P -25.20 19.99 -23.80
34 O -24.60 18.68 -23.63
35 O -24.81 20.77 -25.12
36 C -23.78 20.30 -25.99
37 C -22.90 21.44 -26.45
38 O -24.82 21.02 -22.64
39 C -23.56 20.81 -21.98
40 C -23.70 19.97 -20.73
41 H -29.46 21.83 -24.47
42 H -28.80 20.71 -25.67
43 H -29.38 20.17 -24.08
44 H -26.92 21.94 -24.58
45 H -27.64 21.70 -22.99
46 H -23.17 19.52 -25.53
47 H -24.18 19.79 -26.87
48 H -22.14 21.64 -25.68
49 H -22.38 21.21 -27.37
50 H -23.49 22.35 -26.52
51 H -22.77 20.44 -22.65
52 H -23.19 21.81 -21.74
53 H -24.50 20.40 -20.12
54 H -24.03 18.96 -20.99
55 H -22.79 19.99 -20.14
56 C -25.60 16.74 -32.46
57 C -25.93 15.73 -31.36
58 O -26.16 16.43 -30.14
59 P -25.32 16.02 -28.86
60 O -25.16 14.60 -28.59
61 O -26.13 16.89 -27.82
62 C -25.74 17.07 -26.45
63 C -27.01 17.19 -25.63
64 O -23.94 16.78 -29.13
65 C -22.90 16.57 -28.15
66 C -21.59 17.14 -28.68
67 H -24.59 17.13 -32.29
68 H -25.62 16.20 -33.41
69 H -26.32 17.55 -32.51
70 H -26.83 15.17 -31.62
71 H -25.07 15.06 -31.27
72 H -25.19 16.16 -26.17
73 H -25.03 17.88 -26.28
74 H -27.51 16.22 -25.62
75 H -26.76 17.53 -24.63
76 H -27.65 17.98 -26.03
77 H -23.15 17.10 -27.23
78 H -22.77 15.53 -27.82
79 H -20.76 16.45 -28.54
80 H -21.64 17.26 -29.77
81 H -21.33 18.10 -28.24



DFT (the ωB97M-V functional and the def2-TZVPD basis) results for a single C4H6O molecule.

For the frontier orbital gap, the calculation gives 11.0 eV. Its SMILES is C1C[C@H]2O[C@@H]12. The calculation puts the energy above the lowest of the compared OMol25 structures with the same formula, charge and spin at 1.444 eV.

Positions of all 11 atoms, in Å:
1 C 0.06 -0.94 -0.45
2 C 0.84 0.40 -0.46
3 C -0.14 0.95 0.56
4 O -1.45 0.79 0.05
5 C -0.83 -0.35 0.65
6 H 0.67 -1.81 -0.19
7 H -0.53 -1.16 -1.34
8 H 1.83 0.29 -0.01
9 H 0.93 0.92 -1.42
10 H 0.03 1.79 1.23
11 H -1.41 -0.88 1.39



DFT (the ωB97M-V functional and the def2-TZVPD basis) results for a gas-phase ion, C6H11BrNS2 (charge +1).

For the frontier orbital gap (alpha / beta), the calculation gives 7.3 / 6.9 eV. The total charge is +1. Its spin multiplicity is 3. As for the expectation value of S²: 2.01.

Positions of all 21 atoms, in Å:
1 C 0.55 2.20 0.81
2 C 1.06 1.86 -0.36
3 C -0.80 0.12 0.15
4 C 2.13 2.62 -1.03
5 C -1.67 -1.88 -0.92
6 C -0.76 -1.95 1.39
7 N -1.45 -1.16 0.39
8 S -0.60 1.13 1.59
9 S 0.42 0.31 -0.94
10 Br 2.56 -1.28 -0.74
11 H 0.70 3.10 1.19
12 H 2.06 3.65 -0.93
13 H 1.97 2.38 -2.07
14 H 3.21 2.38 -0.71
15 H -2.39 -1.31 -1.54
16 H -0.71 -1.88 -1.53
17 H -2.14 -2.85 -0.78
18 H -1.52 -2.76 1.76
19 H 0.20 -2.38 1.13
20 H -0.48 -1.23 2.33
21 H -2.34 -1.06 0.80



DFT (the ωB97M-V functional and the def2-TZVPD basis) results for a molecular structure, C31H35IrN2O3P2.

For the frontier orbital gap (alpha / beta), the calculation gives 7.4 / 5.1 eV. The total charge is +3. Its spin multiplicity is 2. As for the expectation value of S²: 0.78. The calculation puts the energy above the lowest of the compared OMol25 structures with the same formula, charge and spin at 1.338 eV.

Positions of all 74 atoms, in Å:
1 Ir -0.22 -0.59 -0.35
2 C -3.39 4.35 2.79
3 C -3.09 3.14 3.40
4 C -2.57 2.10 2.66
5 C -2.36 2.28 1.28
6 C -2.66 3.50 0.67
7 C -3.18 4.53 1.43
8 P -1.81 0.89 0.33
9 C -1.13 1.44 -1.27
10 C -0.14 2.45 -1.18
11 C 0.39 3.02 -2.33
12 C -0.05 2.60 -3.58
13 C -1.04 1.62 -3.69
14 C -1.57 1.05 -2.55
15 C -3.09 -0.35 0.13
16 C -4.44 -0.14 -0.10
17 C -5.31 -1.23 -0.12
18 C -4.86 -2.50 0.20
19 C -3.51 -2.73 0.53
20 C -3.04 -3.96 1.06
21 C -1.75 -4.09 1.51
22 C -0.84 -3.02 1.41
23 C -1.25 -1.86 0.77
24 C -2.61 -1.65 0.42
25 H -3.78 5.17 3.38
26 H -3.26 3.01 4.46
27 H -2.34 1.16 3.13
28 H -2.50 3.64 -0.40
29 H -3.43 5.47 0.96
30 H 0.17 2.81 -0.21
31 H 1.12 3.81 -2.25
32 H 0.35 3.06 -4.47
33 H -1.41 1.33 -4.67
34 H -2.39 0.34 -2.63
35 H -4.82 0.86 -0.26
36 H -6.36 -1.07 -0.34
37 H -5.56 -3.32 0.25
38 H -3.74 -4.78 1.17
39 H -1.43 -5.01 1.96
40 H 0.17 -3.14 1.78
41 C 4.04 -2.60 0.85
42 C 2.79 -2.15 1.55
43 O 2.60 -0.71 1.38
44 P 1.76 0.16 0.40
45 O 1.71 1.54 1.09
46 C 1.99 1.84 2.52
47 C 3.46 2.06 2.74
48 O 2.44 0.31 -0.99
49 C 3.67 1.13 -1.23
50 C 4.76 0.24 -1.75
51 H 4.24 -3.64 1.10
52 H 4.89 -2.01 1.17
53 H 3.94 -2.53 -0.24
54 H 2.84 -2.29 2.62
55 H 1.89 -2.63 1.17
56 H 1.58 1.02 3.11
57 H 1.40 2.74 2.71
58 H 4.03 1.14 2.67
59 H 3.60 2.47 3.74
60 H 3.85 2.79 2.03
61 H 3.93 1.61 -0.29
62 H 3.36 1.89 -1.94
63 H 5.08 -0.48 -1.00
64 H 5.62 0.85 -2.02
65 H 4.44 -0.29 -2.65
66 N 1.00 -2.95 -3.62
67 C 1.45 -3.84 -2.67
68 C 1.15 -3.28 -1.47
69 N 0.50 -2.08 -1.68
70 C 0.44 -1.91 -3.00
71 H 1.05 -3.07 -4.62
72 H 1.93 -4.76 -2.93
73 H 1.31 -3.69 -0.49
74 H 0.01 -1.07 -3.52